(1)
The following is a DFT calculation (ωB97M-V with the def2-TZVPD basis set) of 3 unconnected molecules or ions with the total composition C22H45F3N2O11P2.

CARTESIAN COORDINATES (ANGSTROEM)
N (-0.654, -0.255, 3.533)
C (-1.620, -0.028, 2.353)
O (-1.173, -0.080, 1.081)
C (-3.196, 0.222, 2.761)
C (-3.763, 1.712, 2.344)
C (-3.571, 2.859, 3.511)
C (-1.969, 3.221, 3.449)
C (-1.520, 4.512, 4.360)
O (-1.326, 3.985, 5.751)
C (0.007, 4.932, 3.822)
F (-0.164, 5.872, 2.665)
F (0.720, 3.720, 3.267)
F (0.860, 5.515, 4.884)
C (-4.653, 4.019, 2.984)
N (-5.704, 4.454, 4.008)
C (-5.096, 3.990, 5.337)
O (-5.289, 4.661, 6.475)
C (-4.266, 2.608, 4.998)
H (-1.195, -0.018, 4.407)
H (0.030, 0.546, 3.437)
H (-3.373, -0.051, 3.885)
H (-3.833, -0.558, 2.121)
H (-4.929, 1.565, 2.133)
H (-3.201, 2.035, 1.351)
H (-1.640, 3.408, 2.322)
H (-1.380, 2.285, 3.894)
H (-2.267, 5.416, 4.324)
H (-0.522, 3.377, 5.654)
H (-4.117, 5.028, 2.730)
H (-5.342, 3.707, 2.061)
H (-6.631, 3.959, 3.958)
H (-5.064, 1.760, 4.744)
H (-3.530, 2.406, 5.898)
C (1.163, 0.665, -0.452)
C (0.672, 2.037, -0.865)
O (1.482, 2.591, -1.885)
P (1.373, 1.976, -3.420)
O (-0.078, 2.464, -3.654)
O (2.104, 3.250, -4.201)
C (1.410, 3.988, -5.193)
C (0.731, 5.202, -4.581)
O (2.993, 1.430, -3.160)
C (3.238, 0.040, -3.285)
C (2.551, -0.592, -4.482)
H (0.987, -0.060, -1.252)
H (0.640, 0.315, 0.442)
H (2.239, 0.680, -0.251)
H (-0.375, 1.997, -1.182)
H (0.729, 2.713, -0.006)
H (0.698, 3.353, -5.730)
H (2.147, 4.322, -5.930)
H (0.108, 4.941, -3.722)
H (0.109, 5.711, -5.321)
H (1.485, 5.911, -4.216)
H (2.943, -0.465, -2.363)
H (4.320, -0.087, -3.388)
H (1.463, -0.567, -4.371)
H (2.854, -1.637, -4.590)
H (2.798, -0.051, -5.401)
C (1.852, -6.207, -4.384)
C (0.935, -5.184, -3.746)
O (0.738, -5.455, -2.370)
P (1.977, -5.161, -1.308)
O (1.946, -3.624, -1.495)
O (1.060, -5.177, 0.080)
C (0.995, -4.035, 0.919)
C (-0.200, -3.169, 0.554)
O (2.010, -6.878, -1.100)
C (3.231, -7.541, -1.378)
C (4.451, -6.821, -0.833)
H (2.875, -6.085, -4.016)
H (1.869, -6.092, -5.471)
H (1.532, -7.225, -4.140)
H (1.322, -4.171, -3.889)
H (-0.047, -5.232, -4.227)
H (1.931, -3.469, 0.888)
H (0.879, -4.390, 1.948)
H (-0.225, -2.925, -0.512)
H (-0.192, -2.238, 1.125)
H (-1.133, -3.702, 0.773)
H (3.324, -7.693, -2.455)
H (3.168, -8.532, -0.919)
H (4.601, -5.862, -1.336)
H (5.351, -7.424, -0.985)
H (4.335, -6.616, 0.236)

Values from the calculation:
**Maximum force**: 9.86 eV Å⁻¹
**Gap between HOMO and LUMO**: 0.2775 hartree
**M**: 632.5 u
**Energy above the lowest of the compared OMol25 structures with the same formula, charge and spin**: 1466.9 kJ/mol
**Highest occupied orbital energy**: -0.3432 Eh
**SMILES string**: NC(=O)CC[C@@]1(C[C@@H](O)C(F)(F)F)CNC(=O)C1.CCOP(=O)(OCC)OCC.CCOP(=O)(OCC)OCC
**Energy**: -75767.2663 eV

---

(2)
The following is a DFT calculation (ωB97M-V with the def2-TZVPD basis set) of C24H27N5O5S in the gas phase.

CARTESIAN COORDINATES (ANGSTROEM)
C (8.373, 0.232, 0.010)
C (7.245, 0.278, -1.019)
C (7.353, -0.914, -1.966)
C (5.895, 0.301, -0.295)
C (4.714, 0.486, -1.245)
N (3.473, 0.642, -0.501)
C (2.889, 1.882, -0.368)
O (3.374, 2.871, -0.879)
C (1.661, 1.913, 0.450)
C (1.051, 3.148, 0.666)
C (-0.072, 3.250, 1.459)
C (-0.581, 2.114, 2.072)
C (0.009, 0.880, 1.876)
C (1.115, 0.763, 1.039)
N (1.747, -0.441, 0.761)
C (1.518, -1.781, 1.021)
C (0.388, -2.407, 1.758)
O (-0.912, -1.923, 1.419)
C (-1.181, -1.653, 0.133)
O (-0.404, -1.827, -0.770)
C (-2.539, -1.069, -0.036)
C (-2.954, -0.750, -1.327)
C (-4.198, -0.181, -1.531)
C (-5.012, 0.064, -0.441)
S (-6.620, 0.830, -0.659)
O (-6.865, 1.018, -2.061)
O (-6.697, 1.969, 0.206)
N (-7.609, -0.375, -0.010)
C (-8.881, 0.118, 0.475)
C (-7.708, -1.504, -0.905)
C (-4.614, -0.246, 0.846)
C (-3.373, -0.818, 1.053)
N (2.478, -2.498, 0.522)
N (3.360, -1.697, -0.093)
C (2.916, -0.477, 0.026)
H (8.304, -0.677, 0.603)
H (9.341, 0.247, -0.484)
H (8.319, 1.086, 0.682)
H (7.342, 1.202, -1.601)
H (6.655, -0.825, -2.793)
H (7.143, -1.839, -1.434)
H (8.358, -0.975, -2.379)
H (5.759, -0.635, 0.251)
H (5.893, 1.124, 0.424)
H (4.601, -0.386, -1.889)
H (4.837, 1.393, -1.840)
H (1.494, 4.012, 0.195)
H (-0.544, 4.207, 1.614)
H (-1.446, 2.188, 2.714)
H (-0.395, 0.018, 2.377)
H (0.473, -2.241, 2.837)
H (0.449, -3.480, 1.552)
H (-2.287, -0.954, -2.151)
H (-4.553, 0.082, -2.515)
H (-9.306, -0.611, 1.164)
H (-8.688, 1.051, 1.000)
H (-9.588, 0.305, -0.341)
H (-8.250, -1.250, -1.822)
H (-8.218, -2.320, -0.394)
H (-6.700, -1.820, -1.168)
H (-5.283, -0.028, 1.662)
H (-3.045, -1.072, 2.049)

Values from the calculation:
**Maximum force**: 1.35 eV Å⁻¹
**Gap between HOMO and LUMO**: 0.3052 hartree
**M**: 497.6 u
**Energy above the lowest of the compared OMol25 structures with the same formula, charge and spin**: 111.8 kJ/mol
**Highest occupied orbital energy**: -0.3204 Eh
**SMILES string**: CC(C)CCn1c(=O)c2ccccc2n2c(COC(=O)c3ccc(S(=O)(=O)N(C)C)cc3)nnc12
**Energy**: -53850.0259 eV

---

(3)
The following is a DFT calculation (ωB97M-V with the def2-TZVPD basis set) of 2 unconnected molecules or ions with the total composition C17H13F17N6O2P.

CARTESIAN COORDINATES (ANGSTROEM)
C (-1.194, -0.679, 0.086)
N (0.009, -0.705, -0.778)
N (1.256, -0.548, -0.240)
C (2.352, -0.623, -1.170)
C (3.883, -0.458, -0.805)
F (3.983, -0.431, 0.594)
F (4.516, -1.668, -1.219)
C (4.643, 0.717, -1.568)
F (4.181, 0.647, -2.918)
F (6.032, 0.459, -1.673)
C (4.303, 2.193, -1.078)
F (4.831, 3.058, -2.079)
F (2.893, 2.400, -1.151)
C (4.951, 2.655, 0.302)
F (5.760, 3.796, 0.048)
F (5.846, 1.711, 0.869)
C (3.908, 3.023, 1.463)
F (4.664, 2.990, 2.670)
F (2.907, 2.021, 1.653)
C (3.305, 4.506, 1.385)
F (3.175, 4.985, 0.051)
F (4.303, 5.347, 1.958)
C (1.993, 4.749, 2.263)
F (1.790, 6.160, 2.275)
F (2.291, 4.402, 3.588)
C (0.647, 4.113, 1.693)
F (0.735, 3.576, 0.410)
F (0.323, 3.021, 2.551)
F (-0.469, 4.972, 1.779)
N (1.699, -0.847, -2.421)
C (0.285, -0.867, -2.169)
N (-0.627, -1.019, -3.147)
P (-2.385, -1.016, -3.055)
N (-2.917, -0.390, -4.446)
H (-1.897, -1.535, -0.258)
H (-1.791, 0.282, -0.062)
H (-0.977, -0.896, 1.194)
H (1.253, -0.399, 0.775)
H (-0.235, -1.158, -4.099)
H (-2.908, -2.343, -2.934)
H (-2.917, -0.164, -2.028)
H (-3.484, -1.086, -4.948)
C (-5.363, -5.330, 2.431)
C (-6.396, -4.914, 1.596)
C (-6.185, -3.883, 0.689)
C (-4.932, -3.277, 0.623)
C (-3.895, -3.684, 1.462)
C (-4.116, -4.714, 2.368)
N (-4.700, -2.209, -0.347)
O (-5.629, -1.867, -1.049)
O (-3.570, -1.713, -0.406)
H (-5.530, -6.140, 3.134)
H (-7.365, -5.397, 1.651)
H (-6.998, -3.568, 0.044)
H (-2.919, -3.214, 1.420)
H (-3.316, -5.040, 3.023)

Values from the calculation:
**Maximum force**: 6.54 eV Å⁻¹
**Gap between HOMO and LUMO**: 0.2818 hartree
**Charge**: +1
**M**: 687.3 u
**Highest occupied orbital energy**: -0.4353 Eh
**Energy**: -86346.2543 eV

---

(4)
The following is a DFT calculation (ωB97M-V with the def2-TZVPD basis set) of C3H8N4 in the gas phase.

CARTESIAN COORDINATES (ANGSTROEM)
H (1.199, -1.602, -0.514)
N (1.690, -0.706, -0.716)
C (0.926, 0.265, -0.994)
N (1.217, 1.457, -1.751)
C (-0.464, 0.278, -0.352)
C (-0.664, -0.377, 0.938)
N (-2.023, -0.524, 1.579)
N (0.449, -0.726, 1.668)
H (0.251, 1.810, -2.398)
H (1.777, 1.164, -2.631)
H (-1.129, 1.030, -0.720)
H (-2.681, -0.363, 0.650)
H (-2.265, 0.330, 2.286)
H (0.433, -1.865, 1.874)
H (1.283, -0.171, 1.082)

Values from the calculation:
**Maximum force**: 4.85 eV Å⁻¹
**Gap between HOMO and LUMO**: 0.3213 hartree
**M**: 100.1 u
**Energy above the lowest of the compared OMol25 structures with the same formula, charge and spin**: 411.9 kJ/mol
**Highest occupied orbital energy**: -0.3013 Eh
**SMILES string**: [H]/N=C(/N)C=C(N)N
**Energy**: -9197.3646 eV

---

(5)
The following is a DFT calculation (ωB97M-V with the def2-TZVPD basis set) of 2 unconnected molecules or ions with the total composition C3H7NO2.

CARTESIAN COORDINATES (ANGSTROEM)
N (0.710, 1.321, 1.656)
C (1.042, 1.873, 0.629)
O (1.419, 2.470, -0.310)
H (0.151, 0.466, 1.685)
C (0.539, -0.725, -0.871)
C (-0.902, -0.551, -0.429)
O (-0.987, -0.959, 0.937)
H (1.221, -0.313, -0.126)
H (0.790, -1.783, -0.973)
H (0.719, -0.212, -1.820)
H (-1.226, 0.497, -0.531)
H (-1.564, -1.163, -1.056)
H (-1.912, -0.922, 1.210)

Values from the calculation:
**Maximum force**: 0.86 eV Å⁻¹
**Gap between HOMO and LUMO**: 0.4194 hartree
**M**: 89.1 u
**Energy above the lowest of the compared OMol25 structures with the same formula, charge and spin**: 106.2 kJ/mol
**Highest occupied orbital energy**: -0.3950 Eh
**SMILES string**: N=C=O.CCO
**Energy**: -8809.4285 eV

---

(6)
The following is a DFT calculation (ωB97M-V with the def2-TZVPD basis set) of C4H5NO2 in the gas phase.

CARTESIAN COORDINATES (ANGSTROEM)
O (2.349, -1.339, -0.455)
C (1.658, -0.386, -0.197)
C (0.214, -0.261, -0.633)
C (-0.747, -0.696, 0.512)
N (-1.434, 0.534, 0.909)
C (-1.013, 1.436, 0.133)
O (-0.094, 1.130, -0.819)
H (2.013, 0.458, 0.432)
H (0.059, -0.794, -1.574)
H (-1.474, -1.443, 0.181)
H (-0.208, -1.117, 1.368)
H (-1.321, 2.477, 0.142)

Values from the calculation:
**Maximum force**: 0.54 eV Å⁻¹
**Gap between HOMO and LUMO**: 0.3940 hartree
**M**: 99.1 u
**Energy above the lowest of the compared OMol25 structures with the same formula, charge and spin**: 118.4 kJ/mol
**Highest occupied orbital energy**: -0.3641 Eh
**SMILES string**: O=C[C@H]1CN=CO1
**Energy**: -9813.0879 eV

---

(7)
The following is a DFT calculation (ωB97M-V with the def2-TZVPD basis set) of 9 unconnected molecules or ions with the total composition C46H83F5N2O27P.

CARTESIAN COORDINATES (ANGSTROEM)
C (-0.591, -0.728, -1.227)
C (-0.985, 0.143, -2.191)
C (-2.410, 0.653, -2.411)
C (-3.247, 0.716, -1.150)
C (-4.540, 0.322, -1.217)
N (-5.356, 0.339, -0.162)
P (-7.080, -0.202, -0.476)
N (-8.056, 1.135, 0.004)
O (-7.290, -0.285, -2.100)
C (-4.920, 0.723, 1.052)
C (-5.770, 0.780, 2.338)
F (-4.881, 0.642, 3.349)
F (-6.641, -0.220, 2.474)
C (-6.444, 2.203, 2.583)
F (-7.760, 2.155, 2.602)
F (-6.057, 2.656, 3.781)
F (-5.981, 3.088, 1.686)
C (-3.645, 1.128, 1.174)
C (-2.775, 1.164, 0.098)
O (-1.550, 1.621, 0.338)
C (-1.229, 2.839, -0.382)
C (-2.224, 3.975, -0.085)
O (-1.581, 5.207, -0.256)
C (-0.844, 5.593, 0.916)
C (-1.684, 6.539, 1.778)
H (-0.930, -1.759, -1.124)
H (0.136, -0.373, -0.493)
H (-0.227, 0.555, -2.864)
H (-2.890, 0.000, -3.155)
H (-2.355, 1.665, -2.821)
H (-4.904, -0.019, -2.177)
H (-7.535, 2.013, -0.036)
H (-8.799, 1.188, -0.693)
H (-7.379, 0.600, -2.495)
H (-3.239, 1.475, 2.113)
H (-1.109, 2.671, -1.453)
H (-0.254, 3.148, -0.008)
H (-3.055, 3.938, -0.798)
H (-2.634, 3.850, 0.926)
H (-0.570, 4.710, 1.503)
H (0.083, 6.069, 0.594)
H (-2.193, 7.220, 1.090)
H (-1.072, 7.126, 2.460)
H (-2.453, 5.972, 2.307)
C (-5.843, 1.355, 6.482)
C (-5.788, -0.157, 6.503)
O (-4.857, -0.637, 7.477)
C (-5.308, -0.650, 8.736)
O (-6.405, -0.315, 9.095)
O (-4.326, -1.088, 9.520)
C (-4.645, -1.093, 10.914)
H (-4.842, 1.772, 6.352)
H (-6.478, 1.698, 5.674)
H (-6.236, 1.750, 7.419)
H (-5.435, -0.520, 5.540)
H (-6.775, -0.589, 6.671)
H (-5.574, -1.628, 11.103)
H (-4.714, -0.072, 11.286)
H (-3.834, -1.603, 11.425)
C (-3.809, 4.048, -6.618)
C (-2.314, 4.206, -6.437)
O (-1.998, 5.433, -5.760)
C (-2.140, 5.425, -4.439)
O (-2.491, 4.480, -3.767)
O (-1.841, 6.635, -3.980)
C (-2.011, 6.746, -2.561)
H (-4.228, 4.926, -7.110)
H (-4.029, 3.166, -7.219)
H (-4.311, 3.945, -5.656)
H (-1.827, 4.266, -7.408)
H (-1.882, 3.357, -5.908)
H (-1.465, 5.959, -2.054)
H (-3.069, 6.705, -2.305)
H (-1.613, 7.709, -2.249)
C (5.237, 1.595, -4.561)
C (4.188, 1.038, -3.624)
O (3.327, 2.078, -3.124)
C (2.361, 2.479, -3.944)
O (2.125, 2.052, -5.046)
O (1.691, 3.463, -3.339)
C (0.659, 4.046, -4.139)
H (5.787, 2.405, -4.081)
H (5.940, 0.815, -4.852)
H (4.782, 2.002, -5.464)
H (4.665, 0.600, -2.750)
H (3.601, 0.257, -4.100)
H (-0.014, 3.285, -4.531)
H (1.095, 4.625, -4.952)
H (0.097, 4.713, -3.493)
C (3.371, -5.802, -7.260)
C (2.979, -4.856, -8.374)
O (2.069, -3.852, -7.901)
C (2.628, -2.836, -7.246)
O (3.802, -2.686, -7.036)
O (1.653, -2.016, -6.842)
C (2.113, -0.913, -6.059)
H (2.484, -6.222, -6.784)
H (3.984, -6.617, -7.645)
H (3.938, -5.280, -6.488)
H (2.450, -5.400, -9.155)
H (3.852, -4.394, -8.834)
H (2.905, -0.370, -6.568)
H (2.458, -1.267, -5.087)
H (1.272, -0.243, -5.911)
C (4.306, 6.398, 4.968)
C (4.060, 7.683, 4.207)
O (4.685, 7.652, 2.915)
C (4.027, 6.984, 1.973)
O (2.966, 6.426, 2.105)
O (4.752, 7.022, 0.856)
C (4.199, 6.282, -0.233)
H (5.374, 6.182, 5.018)
H (3.913, 6.473, 5.982)
H (3.827, 5.553, 4.475)
H (4.511, 8.520, 4.737)
H (2.996, 7.895, 4.109)
H (3.167, 6.571, -0.422)
H (4.264, 5.213, -0.032)
H (4.796, 6.512, -1.111)
C (5.434, -7.760, -1.253)
C (5.175, -6.395, -0.652)
O (4.913, -5.422, -1.677)
C (3.679, -5.429, -2.171)
O (2.779, -6.152, -1.832)
O (3.611, -4.497, -3.127)
C (2.353, -4.443, -3.797)
H (6.225, -7.703, -2.002)
H (5.729, -8.468, -0.479)
H (4.544, -8.144, -1.751)
H (6.064, -6.054, -0.123)
H (4.359, -6.424, 0.069)
H (1.531, -4.349, -3.089)
H (2.222, -5.329, -4.416)
H (2.357, -3.566, -4.440)
C (-6.501, -3.283, 4.659)
C (-5.083, -3.052, 4.177)
O (-4.306, -4.251, 4.244)
C (-4.496, -5.107, 3.238)
O (-5.232, -4.942, 2.299)
O (-3.737, -6.177, 3.458)
C (-3.888, -7.217, 2.488)
H (-6.498, -3.729, 5.655)
H (-7.055, -2.344, 4.696)
H (-7.032, -3.969, 4.001)
H (-4.582, -2.334, 4.825)
H (-5.066, -2.645, 3.164)
H (-3.752, -6.835, 1.478)
H (-4.867, -7.684, 2.588)
H (-3.120, -7.957, 2.692)
C (11.508, -6.790, 2.935)
C (10.451, -7.339, 3.869)
O (9.616, -6.291, 4.387)
C (8.658, -5.866, 3.569)
O (8.428, -6.284, 2.464)
O (8.001, -4.878, 4.183)
C (6.984, -4.273, 3.388)
H (12.076, -5.998, 3.426)
H (12.194, -7.579, 2.628)
H (11.056, -6.359, 2.042)
H (10.923, -7.800, 4.734)
H (9.844, -8.102, 3.382)
H (6.299, -5.019, 2.989)
H (7.435, -3.700, 2.577)
H (6.428, -3.593, 4.028)

Values from the calculation:
**Maximum force**: 3.37 eV Å⁻¹
**Gap between HOMO and LUMO**: 0.2562 hartree
**Charge**: +1
**M**: 1222.1 u
**Highest occupied orbital energy**: -0.4050 Eh
**Energy**: -130180.0108 eV

---

(8)
The following is a DFT calculation (ωB97M-V with the def2-TZVPD basis set) of 2 unconnected molecules or ions with the total composition C4H5N3.

CARTESIAN COORDINATES (ANGSTROEM)
C (0.151, -0.114, -0.019)
C (0.024, -1.006, -0.908)
N (-1.064, -1.180, -1.684)
C (-1.987, -0.250, -1.352)
N (-1.909, 0.713, -0.429)
C (-0.790, 0.823, 0.305)
H (-2.917, -0.292, -1.914)
H (-0.735, 1.611, 1.053)
N (2.058, -0.025, 1.154)
H (2.727, 0.546, 0.648)
H (2.141, 0.173, 2.147)
H (2.302, -0.998, 1.000)

Values from the calculation:
**Maximum force**: 0.52 eV Å⁻¹
**Gap between HOMO and LUMO (spin up / spin down)**: 0.3114 / 0.3115 hartree
**M**: 95.1 u
**Energy above the lowest of the compared OMol25 structures with the same formula, charge and spin**: 465.4 kJ/mol
**Highest occupied orbital energy (spin up / spin down)**: -0.2989 / -0.2990 Eh
**SMILES string**: C1=C=NC=NC=1.N
**Energy**: -8694.9891 eV